(1)
{"formula": "C31H36F15IN2O11", "method": "ωB97M-V/def2-TZVPD", "symbols": ["C", "C", "O", "C", "C", "C", "N", "C", "C", "I", "C", "C", "C", "C", "N", "H", "H", "H", "H", "H", "H", "H", "H", "H", "H", "H", "C", "C", "O", "C", "O", "C", "F", "F", "F", "H", "H", "H", "H", "H", "C", "C", "O", "C", "O", "C", "F", "F", "F", "H", "H", "H", "H", "H", "C", "C", "O", "C", "O", "C", "F", "F", "F", "H", "H", "H", "H", "H", "C", "C", "O", "C", "O", "C", "F", "F", "F", "H", "H", "H", "H", "H", "C", "C", "O", "C", "O", "C", "F", "F", "F", "H", "H", "H", "H", "H"], "coordinates": [[-4.9731, -1.4608, 1.1584], [-3.6840, -1.7666, 0.4170], [-2.5945, -1.7185, 1.3286], [-1.5782, -2.6568, 1.0390], [-0.8610, -2.3868, -0.2636], [-1.2927, -2.9959, -1.4779], [-0.7343, -2.7734, -2.6309], [0.3238, -1.9206, -2.6238], [0.9981, -1.6002, -3.8257], [0.3542, -2.4523, -5.6259], [2.0699, -0.7591, -3.8323], [2.5183, -0.1918, -2.6157], [1.9012, -0.4760, -1.4393], [0.7836, -1.3336, -1.4206], [0.1617, -1.5783, -0.2334], [-5.7379, -1.1114, 0.4642], [-4.7932, -0.6817, 1.8979], [-5.3373, -2.3604, 1.6525], [-3.7539, -2.7774, -0.0045], [-3.5198, -1.0922, -0.4299], [-0.8479, -2.6304, 1.8455], [-2.0088, -3.6679, 1.0253], [-2.1341, -3.6821, -1.4535], [2.5766, -0.5442, -4.7622], [3.3736, 0.4705, -2.6294], [2.2593, -0.0452, -0.5132], [-1.1139, -1.6154, 4.6923], [0.0274, -2.5809, 4.9166], [0.7266, -2.2915, 6.1445], [0.1878, -2.7842, 7.2481], [-0.8067, -3.4403, 7.3371], [1.0709, -2.4247, 8.4611], [1.4706, -1.1511, 8.4134], [2.1592, -3.2049, 8.4744], [0.4045, -2.6139, 9.5940], [-0.7552, -0.5861, 4.7171], [-1.5859, -1.7949, 3.7278], [-1.8729, -1.7192, 5.4676], [0.7769, -2.4847, 4.1332], [-0.3159, -3.6149, 4.9244], [-1.7121, 4.7346, -2.4993], [-1.3862, 3.6211, -3.4678], [-0.1851, 3.9101, -4.2179], [0.9558, 3.6252, -3.6153], [1.0953, 3.1613, -2.5224], [2.1228, 3.9409, -4.5740], [1.9419, 5.1117, -5.1878], [2.2080, 2.9863, -5.5113], [3.2840, 3.9880, -3.9256], [-1.7871, 5.6870, -3.0229], [-2.6531, 4.5267, -2.0009], [-0.9341, 4.8300, -1.7413], [-2.1684, 3.5157, -4.2162], [-1.2772, 2.6638, -2.9596], [4.9292, 2.6759, -0.8054], [6.0950, 1.7498, -0.5433], [6.6763, 1.9969, 0.7528], [6.0668, 1.4162, 1.7750], [5.0982, 0.7176, 1.7350], [6.8241, 1.7341, 3.0809], [7.1695, 3.0230, 3.1415], [7.9408, 0.9978, 3.1443], [6.0712, 1.4495, 4.1359], [5.2323, 3.7170, -0.6927], [4.5456, 2.5316, -1.8151], [4.1167, 2.4934, -0.1021], [6.8978, 1.9226, -1.2566], [5.8022, 0.7030, -0.6196], [2.8763, -4.6190, -2.4297], [1.6415, -5.2522, -1.8312], [1.6541, -6.6859, -1.9971], [2.3480, -7.3677, -1.1000], [2.9580, -6.9291, -0.1712], [2.2265, -8.8782, -1.3901], [2.3651, -9.1381, -2.6927], [1.0205, -9.3155, -1.0025], [3.1528, -9.5566, -0.7245], [2.9755, -4.9005, -3.4786], [2.8095, -3.5322, -2.3632], [3.7777, -4.9439, -1.9104], [0.7465, -4.9137, -2.3477], [1.5358, -5.0067, -0.7740], [-7.4526, 5.8405, 1.6595], [-5.9974, 5.9205, 1.2569], [-5.8166, 5.5333, -0.1231], [-6.0462, 6.4746, -1.0250], [-6.3819, 7.6028, -0.8272], [-5.7658, 5.9152, -2.4343], [-6.2758, 4.6894, -2.5880], [-4.4387, 5.8361, -2.6310], [-6.2813, 6.7026, -3.3674], [-7.8476, 4.8430, 1.4656], [-7.5578, 6.0595, 2.7213], [-8.0537, 6.5549, 1.0980], [-5.3956, 5.2178, 1.8284], [-5.5902, 6.9184, 1.4123]], "lowdin_charge": [-0.063, -0.277, -0.139, -0.167, -0.224, -0.075, 0.108, -0.301, -0.667, 0.884, -0.146, -0.066, -0.007, -0.201, 0.208, 0.076, 0.079, 0.077, 0.108, 0.122, 0.109, 0.131, 0.120, 0.094, 0.098, 0.120, -0.047, -0.194, 0.036, -0.404, 0.171, -0.553, 0.168, 0.168, 0.174, 0.090, 0.055, 0.083, 0.125, 0.126, -0.061, -0.181, 0.038, -0.404, 0.160, -0.548, 0.173, 0.165, 0.164, 0.085, 0.068, 0.082, 0.128, 0.125, -0.055, -0.192, 0.036, -0.402, 0.167, -0.553, 0.169, 0.169, 0.177, 0.087, 0.064, 0.081, 0.127, 0.122, -0.040, -0.191, 0.039, -0.404, 0.172, -0.552, 0.169, 0.166, 0.176, 0.088, 0.068, 0.083, 0.107, 0.125, -0.058, -0.192, 0.030, -0.404, 0.177, -0.544, 0.169, 0.147, 0.183, 0.084, 0.084, 0.080, 0.125, 0.125], "total_charge": 0, "smiles": "CCOCc1cnc2c(I)cccc2n1.CCOC(=O)C(F)(F)F.CCOC(=O)C(F)(F)F.CCOC(=O)C(F)(F)F.CCOC(=O)C(F)(F)F.CCOC(=O)C(F)(F)F", "lumo_energy_ha": -0.0307, "multiplicity": 1, "gap_ev": 8.31, "e_homo_ev": -9.15}

---

(2)
{"formula": "C10H16", "method": "ωB97M-V/def2-TZVPD", "symbols": ["C", "C", "C", "H", "H", "H", "H", "H", "H", "H", "H", "C", "C", "C", "C", "C", "C", "C", "H", "H", "H", "H", "H", "H", "H", "H"], "coordinates": [[-2.1922, -0.6160, -0.8705], [-2.6315, -1.5986, 0.2010], [-2.2247, 0.8284, -0.3547], [-1.2171, -0.8439, -1.3017], [-2.9845, -0.6980, -1.6204], [-2.3787, -2.6467, 0.0198], [-3.2006, 1.1001, 0.0168], [-1.5579, 0.8680, 0.5134], [-1.7012, 1.4805, -1.0408], [-2.1677, -1.4110, 1.1908], [-3.6811, -1.4893, 0.4624], [0.9416, 2.2243, 1.0877], [1.5076, 0.9911, 0.4350], [1.2923, 0.6758, -0.8818], [2.3039, 0.1156, 1.1878], [1.7128, -0.5702, -1.3997], [2.6874, -1.1184, 0.7223], [2.3231, -1.4837, -0.5868], [0.4189, 2.8450, 0.3536], [1.7773, 2.8688, 1.4099], [0.5930, 1.1274, -1.5781], [2.6400, 0.4506, 2.1655], [1.4440, -0.8847, -2.3933], [3.4326, -1.7291, 1.2059], [2.4833, -2.4981, -0.9371], [0.3795, 2.0121, 1.9930]], "lowdin_charge": [-0.307, -0.136, -0.118, 0.082, 0.096, 0.067, 0.072, 0.054, 0.056, 0.073, 0.066, -0.062, -0.291, -0.063, -0.061, -0.100, -0.081, -0.103, 0.078, 0.083, 0.103, 0.113, 0.099, 0.099, 0.100, 0.078], "total_charge": 0, "smiles": "Cc1ccccc1.CCC", "lumo_energy_ha": 0.0371, "multiplicity": 1, "gap_ev": 10.08, "e_homo_ev": -9.07}

---

(3)
{"formula": "C6H14N2O2", "method": "ωB97M-V/def2-TZVPD", "symbols": ["C", "C", "C", "C", "C", "C", "H", "H", "H", "H", "H", "H", "H", "H", "H", "H", "H", "H", "H", "H", "N", "N", "O", "O"], "coordinates": [[2.1314, 0.2665, 0.4592], [3.2577, -0.8087, 0.0520], [0.8370, -0.5588, -0.0030], [-0.6194, -0.0247, 0.2820], [-1.7879, -0.4655, -0.6881], [-3.1833, 0.0874, -0.5498], [2.1182, 2.0312, -1.0415], [2.1809, 2.3463, 0.7518], [2.1009, 0.6885, 1.5866], [0.8368, -0.7415, -1.0231], [0.9381, -1.6194, 0.3933], [-0.4152, 0.9409, -0.0716], [-0.5915, -0.2430, 1.4276], [-1.8705, -1.6657, -0.6048], [-1.4049, -0.2070, -1.7651], [-3.7638, -0.2195, -1.4457], [-3.2183, 1.2428, -0.7743], [-3.5177, 0.1961, 1.5152], [-3.7853, -1.3162, 1.0338], [4.1343, 0.8270, 0.0254], [2.3855, 1.6670, -0.0119], [-3.9797, -0.3351, 0.6778], [2.8851, -1.9671, 0.0501], [4.3317, -0.1215, -0.2759]], "lowdin_charge": [-0.245, -0.481, -0.187, -0.209, -0.241, -0.333, 0.155, 0.083, 0.180, 0.077, 0.125, 0.060, 0.140, 0.145, 0.134, 0.094, 0.136, 0.087, 0.072, 0.120, -0.037, -0.050, 0.073, 0.102], "total_charge": 0, "smiles": "NCCCC[C@H](N)C(=O)O", "lumo_energy_ha": 0.0182, "multiplicity": 1, "gap_ev": 10.02, "e_homo_ev": -9.52}